Below is a 8-piece molecular cluster, C23H45Cl14N2 overall at a distorted geometry, with properties calculated with ωB97M-V/def2-TZVPD.

Each line ends with the Löwdin charge.
Geometry (Å):
C (-1.797, 3.749, -0.489)  -0.10
C (-1.608, 3.410, 1.075)  -0.23
C (-2.976, 3.157, 1.836)  -0.19
C (-3.121, 1.746, 2.547)  -0.20
C (-1.819, 1.199, 3.261)  -0.22
C (-1.446, -0.237, 2.636)  -0.09
C (-1.260, -0.137, 1.072)  -0.20
N (-2.232, -0.287, 0.104)  0.12
C (-1.687, -0.078, -1.196)  0.00
C (-0.299, 0.204, -0.929)  -0.05
N (-0.037, 0.162, 0.473)  0.15
H (-1.530, 4.820, -0.689)  0.07
H (-2.831, 3.519, -0.863)  0.07
H (-1.074, 3.112, -1.086)  0.05
H (-1.157, 4.348, 1.525)  0.11
H (-0.872, 2.567, 1.123)  0.07
H (-3.234, 4.000, 2.547)  0.12
H (-3.791, 3.197, 1.043)  0.10
H (-3.590, 0.990, 1.844)  0.09
H (-3.897, 1.883, 3.366)  0.11
H (-0.915, 1.859, 3.185)  0.09
H (-2.019, 1.033, 4.369)  0.02
H (-2.259, -1.001, 2.833)  0.09
H (-0.485, -0.620, 3.079)  0.12
H (-3.191, -0.509, 0.382)  0.17
H (-2.271, -0.140, -2.144)  0.07
H (0.422, 0.441, -1.749)  0.01
H (0.858, 0.319, 0.945)  0.16
Cl (0.704, 2.026, 5.828)  0.54
C (-0.082, 1.991, 7.428)  -0.64
C (-1.591, 1.999, 7.323)  -0.67
Cl (-2.217, 3.553, 6.718)  0.55
H (0.284, 2.842, 8.003)  0.07
H (0.249, 1.078, 7.923)  0.08
H (-2.031, 1.844, 8.309)  0.08
H (-1.951, 1.212, 6.662)  -0.01
Cl (-4.929, -2.884, 3.361)  0.53
C (-5.604, -2.263, 4.891)  -0.65
C (-5.322, -0.790, 5.078)  -0.61
Cl (-3.590, -0.470, 5.359)  0.65
H (-5.194, -2.857, 5.708)  0.07
H (-6.681, -2.431, 4.854)  0.08
H (-5.858, -0.417, 5.951)  0.08
H (-5.637, -0.207, 4.212)  0.07
Cl (3.739, 0.721, -0.597)  0.56
C (4.040, 0.551, -2.350)  -0.64
C (3.466, 1.704, -3.142)  -0.61
Cl (1.684, 1.695, -3.140)  0.60
H (3.625, -0.404, -2.671)  -0.01
H (5.122, 0.513, -2.483)  0.09
H (3.782, 1.631, -4.183)  0.08
H (3.800, 2.665, -2.751)  0.08
Cl (-4.501, -4.259, -5.310)  0.56
C (-3.505, -3.950, -3.869)  -0.67
C (-3.917, -2.681, -3.154)  -0.65
Cl (-3.533, -1.221, -4.104)  0.57
H (-2.461, -3.914, -4.180)  0.07
H (-3.634, -4.806, -3.204)  0.07
H (-3.376, -2.596, -2.210)  0.06
H (-4.985, -2.672, -2.937)  0.07
Cl (5.447, 4.819, 0.854)  0.54
C (5.509, 3.211, 1.618)  -0.69
C (6.815, 2.972, 2.344)  -0.67
Cl (8.189, 2.822, 1.221)  0.54
H (5.339, 2.462, 0.843)  0.00
H (4.679, 3.164, 2.325)  0.07
H (6.761, 2.038, 2.904)  0.07
H (7.037, 3.777, 3.045)  0.07
Cl (3.097, -2.454, -4.139)  0.57
C (3.160, -4.064, -3.377)  -0.64
C (4.468, -4.302, -2.655)  -0.66
Cl (5.839, -4.450, -3.782)  0.55
H (2.987, -4.810, -4.152)  0.07
H (2.332, -4.111, -2.668)  0.07
H (4.416, -5.237, -2.096)  0.08
H (4.692, -3.498, -1.954)  0.06
Cl (3.124, -4.278, -9.779)  0.55
C (2.474, -2.713, -9.232)  -0.67
C (2.442, -2.604, -7.724)  -0.68
Cl (1.238, -3.699, -6.997)  0.52
H (1.481, -2.590, -9.664)  0.07
H (3.123, -1.939, -9.644)  0.07
H (2.165, -1.591, -7.431)  0.07
H (3.414, -2.832, -7.285)  0.06

Calculated values
E in hartree: -7455.3379
LUMO energy in eV: -2.423
Strongest force on any atom in eV Å⁻¹: 4.275
HOMO-LUMO gap in eV: 9.7
Net charge: +1

Below is a 2-piece molecular cluster, C2H3N3O2 overall at a distorted geometry, with properties calculated with ωB97M-V/def2-TZVPD.

Each line ends with the Löwdin charge.
Geometry (Å):
C (1.422, 0.161, 0.161)  -0.35
C (-0.681, 0.095, 1.326)  -0.16
N (2.228, 0.424, -0.729)  0.14
N (0.511, -0.342, 0.822)  0.03
N (-0.074, -0.373, -1.885)  -0.24
O (0.910, 0.041, -2.250)  0.13
O (-1.163, -0.731, -1.968)  0.17
H (-1.566, -0.337, 0.876)  0.07
H (-0.731, -0.244, 2.306)  0.05
H (-0.856, 1.306, 1.341)  0.14

Calculated values
E in hartree: -392.4837
LUMO energy (spin up / spin down) in eV: -1.465 / -0.320
Strongest force on any atom in eV Å⁻¹: 5.045
HOMO-LUMO gap (spin up / spin down) in eV: 7.4 / 9.1
Net charge: 0
Relative energy (zero: lowest compared OMol25 entry of this formula, charge and spin) in eV: 8.432

Below is one molecule with the formula C6H8O2 at a distorted geometry, with properties calculated with ωB97M-V/def2-TZVPD.

Each line ends with the Löwdin charge.
Geometry (Å):
C (1.650, 0.724, 0.812)  -0.09
C (0.712, -0.625, 0.913)  -0.03
C (-0.150, 0.108, -0.076)  -0.54
C (0.393, 1.485, 0.302)  -0.06
C (-2.012, -0.904, -0.709)  -0.08
C (-1.090, -1.060, -1.698)  -0.08
H (2.250, 0.485, -0.057)  0.10
H (2.250, 1.089, 1.627)  0.09
H (1.103, -1.630, 0.673)  0.12
H (0.226, -0.601, 1.855)  0.10
H (0.586, 2.348, -0.340)  0.12
H (-0.315, 1.827, 1.026)  0.11
H (-3.000, -1.247, -0.493)  0.11
H (-1.117, -1.647, -2.629)  0.13
O (-1.545, 0.029, 0.171)  -0.01
O (0.059, -0.380, -1.378)  0.01

Calculated values
E in hartree: -383.8165
LUMO energy in eV: 1.115
Strongest force on any atom in eV Å⁻¹: 2.324
HOMO-LUMO gap in eV: 9.0
SMILES: C1=COC2(CCC2)O1
Net charge: 0
Relative energy (zero: lowest compared OMol25 entry of this formula, charge and spin) in eV: 2.548

Below is a 4-piece molecular cluster, H10NO3 overall at a distorted geometry, with properties calculated with ωB97M-V/def2-TZVPD.

Each line ends with the Löwdin charge.
Geometry (Å):
N (1.143, 1.068, -0.829)  0.22
H (1.192, 1.781, -0.023)  0.18
H (0.178, 0.600, -0.848)  0.08
H (1.389, 1.354, -1.783)  0.14
H (1.815, 0.199, -0.601)  0.12
H (-1.982, -0.235, -0.207)  0.03
H (-2.058, -0.050, -1.731)  0.02
O (-1.484, 0.024, -1.033)  -0.04
H (1.433, -1.454, 0.401)  0.06
H (2.771, -1.087, 1.004)  0.09
O (2.321, -1.219, 0.154)  -0.02
H (-2.230, -1.111, 2.013)  0.06
H (-2.257, 0.468, 2.023)  0.09
O (-2.231, -0.336, 1.460)  -0.04

Calculated values
E in hartree: -286.2365
LUMO energy in eV: -3.524
Strongest force on any atom in eV Å⁻¹: 3.806
HOMO-LUMO gap in eV: 12.2
Net charge: +1
Relative energy (zero: lowest compared OMol25 entry of this formula, charge and spin) in eV: 0.785

Below is C45H31Cl5NOP2SSr as an isolated structure, with properties calculated with ωB97M-V/def2-TZVPD.

Each line ends with the Löwdin charge.
Geometry (Å):
Sr (1.410, 0.026, -1.002)  1.14
O (-1.885, 0.020, 0.536)  -0.08
C (-2.997, -0.139, -0.279)  -0.29
C (-4.101, -0.862, 0.134)  0.00
C (-5.168, -1.005, -0.742)  -0.05
C (-5.118, -0.438, -2.007)  -0.06
C (-3.989, 0.254, -2.418)  -0.06
C (-2.902, 0.404, -1.559)  -0.29
P (-1.320, 1.180, -1.992)  1.04
C (-1.480, 1.686, -3.733)  -0.38
C (-1.652, 0.703, -4.708)  -0.15
C (-1.685, 1.045, -6.049)  -0.07
C (-1.533, 2.370, -6.434)  -0.07
C (-1.355, 3.350, -5.471)  -0.07
C (-1.330, 3.012, -4.126)  -0.08
C (-1.316, 2.725, -1.029)  -0.39
C (-0.083, 3.343, -0.816)  -0.13
C (0.020, 4.493, -0.049)  -0.07
C (-1.122, 5.032, 0.530)  -0.06
C (-2.353, 4.428, 0.321)  -0.06
C (-2.452, 3.284, -0.455)  -0.07
C (-1.997, 0.576, 1.798)  -0.26
C (-3.098, 1.306, 2.215)  -0.01
C (-3.109, 1.820, 3.505)  -0.05
C (-2.039, 1.607, 4.360)  -0.07
C (-0.936, 0.896, 3.915)  -0.07
C (-0.890, 0.381, 2.624)  -0.28
P (0.507, -0.535, 1.907)  1.04
C (1.860, -0.285, 3.099)  -0.39
C (2.635, -1.341, 3.568)  -0.11
C (3.747, -1.095, 4.361)  -0.06
C (4.091, 0.203, 4.702)  -0.07
C (3.321, 1.263, 4.241)  -0.08
C (2.221, 1.020, 3.437)  -0.15
C (-0.019, -2.264, 2.088)  -0.38
C (-0.093, -3.067, 0.957)  -0.11
C (-0.522, -4.383, 1.052)  -0.06
C (-0.881, -4.901, 2.287)  -0.06
C (-0.822, -4.101, 3.422)  -0.06
C (-0.400, -2.788, 3.322)  -0.08
H (-4.121, -1.299, 1.122)  0.13
H (-6.038, -1.565, -0.432)  0.11
H (-5.956, -0.545, -2.681)  0.11
H (-3.950, 0.670, -3.414)  0.11
H (-1.757, -0.339, -4.428)  0.09
H (-1.822, 0.271, -6.791)  0.11
H (-1.554, 2.635, -7.482)  0.11
H (-1.241, 4.385, -5.761)  0.11
H (-1.207, 3.795, -3.389)  0.10
H (0.819, 2.959, -1.293)  0.08
H (0.982, 4.967, 0.092)  0.11
H (-1.053, 5.924, 1.136)  0.11
H (-3.244, 4.852, 0.765)  0.11
H (-3.419, 2.824, -0.613)  0.11
H (-3.933, 1.468, 1.552)  0.12
H (-3.966, 2.386, 3.839)  0.11
H (-2.060, 1.996, 5.368)  0.11
H (-0.099, 0.745, 4.584)  0.11
H (2.379, -2.360, 3.310)  0.09
H (4.342, -1.926, 4.715)  0.11
H (4.953, 0.390, 5.327)  0.11
H (3.575, 2.279, 4.512)  0.11
H (1.626, 1.859, 3.086)  0.11
H (0.193, -2.688, -0.020)  0.08
H (-0.570, -4.998, 0.164)  0.11
H (-1.211, -5.927, 2.368)  0.11
H (-1.109, -4.503, 4.383)  0.11
H (-0.366, -2.168, 4.211)  0.11
Cl (3.319, -2.489, 0.449)  0.67
C (2.856, -3.057, -1.177)  -0.69
C (2.153, -2.166, -1.952)  -0.39
C (1.806, -2.628, -3.201)  -0.70
Cl (0.898, -1.488, -4.222)  0.64
C (2.115, -3.890, -3.689)  -0.71
Cl (1.639, -4.392, -5.260)  0.70
C (2.832, -4.754, -2.853)  -0.70
Cl (3.242, -6.329, -3.398)  0.70
C (3.217, -4.339, -1.573)  -0.71
Cl (4.097, -5.391, -0.538)  0.70
S (5.910, 1.221, 0.931)  1.07
C (6.101, 0.322, -0.506)  -0.37
C (4.914, 0.224, -1.152)  -0.26
N (3.865, 0.860, -0.536)  -0.15
C (4.271, 1.427, 0.571)  -0.49
H (7.047, -0.096, -0.798)  0.08
H (4.741, -0.313, -2.072)  0.11
H (3.617, 1.972, 1.233)  0.07

Calculated values
E in hartree: -5275.8638
LUMO energy in eV: -2.110
Strongest force on any atom in eV Å⁻¹: 0.374
HOMO-LUMO gap in eV: 8.7
Net charge: +1
Relative energy (zero: lowest compared OMol25 entry of this formula, charge and spin) in eV: 0.000